10
Properties=species:S:1:pos:R:3:forces:R:3 method="wB97M-V/def2-TZVPD" energy_ha=-396.52317 lumo_ev=-0.19 charge=0 relative_energy_kcal_mol=63.54 gap_ev=9.786
N -1.0958 -0.1144 -0.6954 0.1 0.0 0.1
C 0.0613 -0.2339 -0.3140 -0.1 -0.1 -0.2
O 0.6118 0.1865 0.8636 0.0 0.0 -0.1
C -0.2211 0.9920 1.6178 -0.4 -0.2 0.7
O -0.6798 0.6112 2.6501 0.3 0.6 -0.7
C 1.0389 -0.9426 -1.2271 0.6 -0.2 -0.1
O 2.2277 -1.0120 -1.0857 -0.6 0.0 0.0
H -2.0594 -0.1023 -0.8992 -0.3 0.2 0.1
H -0.3452 1.9926 1.1596 -0.1 -0.3 0.2
H 0.4616 -1.3771 -2.0696 0.3 0.0 0.0